Formula: C8H7Br2O2S
Source: the OMol25 dataset
Level of theory: ωB97M-V/def2-TZVPD

Geometry as XYZ:
```
20
Properties=species:S:1:pos:R:3:forces:R:3
C -0.82836 -1.12878 0.09864 2.1 0.2 -0.4
C 1.31194 -0.06930 0.07485 0.0 2.1 0.4
C -1.14451 -0.35240 -0.98658 -1.1 0.0 1.6
C 0.94000 0.75653 -0.99216 1.8 0.9 0.6
C 0.47264 -1.01667 0.61815 0.7 -1.2 0.5
C -0.28709 0.60146 -1.60469 -1.8 -1.4 -1.7
C 0.98956 -1.97774 1.67730 -1.8 -1.7 -0.5
C -0.71064 1.01483 -2.87789 -0.2 0.6 -0.4
O 0.12735 1.36572 2.94348 1.2 -0.9 0.7
O -1.47698 2.71459 1.89377 0.3 -0.7 -1.1
S -0.52016 1.62898 1.70002 -1.7 1.7 0.5
Br 0.27199 2.34159 -3.82157 0.2 0.3 0.1
Br -2.61905 1.10910 -3.39104 0.8 -0.1 0.4
H -1.35412 -1.93651 0.56996 -1.2 0.1 -0.2
H 2.05903 0.43935 0.71159 0.5 -1.2 -0.4
H -2.16915 -0.28585 -1.23371 -0.9 -0.4 -0.7
H 1.62639 1.57994 -1.29135 -0.6 -0.7 0.2
H 0.99490 -3.10881 1.36480 0.2 2.0 0.1
H 1.95371 -1.68213 1.96956 1.4 0.2 0.4
H 0.36255 -1.99391 2.57687 0.0 0.2 0.0
```
Forces are in eV/Å.

Properties
Total charge: -1
LUMO energy (spin up / spin down) in Ha: 0.088 / 0.088
Electronic energy in eV: -163423.994
ΔE to the lowest compared entry with this formula, charge and spin in kcal per mole: 49.8

Atom charges from the natural (NBO) analysis, given in e for atoms 1 to 6: -0.22 -0.23 -0.24 -0.28 -0.15 -0.15